Record 1
Here is a structure of composition C26H24AsCl3GeIrN4OS3Se from the Open Molecules 2025 dataset. Energies are from the ωB97M-V functional and the def2-TZVPD basis.

Results
net charge	+1
energy relative to the best compared isomer or geometry (same formula, charge and spin)	46.2	kJ/mol
HOMO level	-0.3704	Eh
E_LUMO	-4.0729	eV
gap between HOMO and LUMO	6.01	eV

Element x y z (Å)
Ir (-0.538, 0.698, -0.062)
O (0.537, -1.037, -0.762)
N (-0.238, -2.163, -0.710)
C (0.118, -3.160, -1.552)
C (-0.536, -4.354, -1.515)
C (-1.580, -4.517, -0.593)
C (-1.939, -3.478, 0.224)
C (-1.264, -2.248, 0.163)
S (-1.746, -0.904, 1.115)
H (0.935, -2.920, -2.213)
H (-0.241, -5.143, -2.189)
H (-2.115, -5.455, -0.539)
H (-2.763, -3.560, 0.919)
S (-1.570, 2.581, 0.823)
C (-2.609, 3.224, -0.454)
C (-3.197, 4.476, -0.246)
C (-4.037, 5.019, -1.199)
C (-4.316, 4.337, -2.381)
C (-3.743, 3.099, -2.596)
C (-2.885, 2.554, -1.642)
As (-2.159, 0.800, -1.822)
C (-3.706, -0.349, -1.833)
C (-4.054, -1.135, -2.925)
C (-5.212, -1.901, -2.880)
C (-6.021, -1.873, -1.755)
C (-5.683, -1.070, -0.672)
C (-4.527, -0.308, -0.709)
C (-1.305, 0.633, -3.531)
C (-0.983, 1.769, -4.265)
C (-0.261, 1.645, -5.444)
C (0.146, 0.394, -5.884)
C (-0.164, -0.740, -5.145)
C (-0.885, -0.622, -3.967)
H (-2.988, 5.016, 0.669)
H (-4.482, 5.990, -1.021)
H (-4.975, 4.770, -3.121)
H (-3.960, 2.549, -3.506)
H (-3.442, -1.144, -3.817)
H (-5.486, -2.509, -3.732)
H (-6.926, -2.465, -1.726)
H (-6.325, -1.033, 0.198)
H (-4.273, 0.330, 0.129)
H (-1.288, 2.749, -3.917)
H (-0.016, 2.528, -6.018)
H (0.708, 0.301, -6.804)
H (0.155, -1.716, -5.488)
H (-1.123, -1.510, -3.391)
C (2.148, -0.216, 5.104)
N (2.222, 0.185, 3.708)
C (1.174, 0.525, 2.995)
N (-0.021, 0.649, 3.545)
S (1.391, 0.965, 1.308)
H (3.149, -0.464, 5.442)
H (1.515, -1.098, 5.219)
H (1.768, 0.601, 5.719)
H (3.094, 0.060, 3.206)
H (-0.197, 0.394, 4.503)
H (-0.806, 0.904, 2.963)
Cl (3.280, -2.788, -0.986)
Ge (2.554, -1.159, 0.254)
Cl (4.410, -0.632, 1.297)
Cl (1.592, -2.409, 1.768)
Se (3.220, 0.390, -1.781)
C (1.767, 1.435, -1.632)
N (0.736, 1.833, -1.291)

Here are the Löwdin charges for atoms 1 to 6, given in e: atom 1 (Ir): 0.470, atom 2 (O): -0.509, atom 3 (N): -0.187, atom 4 (C): -0.070, atom 5 (C): -0.016, atom 6 (C): -0.020

Record 2
Here is a structure of composition C26H24BF8N14O4S2V from the Open Molecules 2025 dataset. Energies are from the ωB97M-V functional and the def2-TZVPD basis.

Results
net charge	0
energy relative to the best compared isomer or geometry (same formula, charge and spin)	29.0	kJ/mol
HOMO level (spin up / spin down)	-0.3193 / -0.3402	Eh
E_LUMO (spin up / spin down)	0.0146 / 0.0112	eV
2S+1	3
gap between HOMO and LUMO (spin up / spin down)	8.70 / 9.27	eV

Element x y z (Å)
V (0.027, -0.126, -0.057)
C (0.209, 3.697, 1.730)
C (-0.509, 2.572, 1.345)
N (0.320, 1.543, 1.112)
N (1.583, 2.008, 1.341)
C (1.534, 3.300, 1.706)
B (2.752, 1.010, 1.098)
N (2.308, -0.295, 1.856)
C (2.814, -0.841, 2.975)
C (1.944, -1.823, 3.408)
C (0.900, -1.797, 2.482)
N (1.125, -0.871, 1.558)
N (2.823, 0.676, -0.417)
C (3.775, 0.902, -1.339)
C (3.340, 0.396, -2.548)
C (2.076, -0.130, -2.282)
N (1.770, 0.047, -0.996)
N (4.108, 1.447, 1.609)
C (5.247, 0.711, 1.469)
C (6.275, 1.422, 2.027)
C (5.662, 2.606, 2.492)
N (4.366, 2.615, 2.243)
H (-0.182, 4.671, 1.977)
H (-1.575, 2.462, 1.229)
H (2.444, 3.826, 1.937)
H (3.755, -0.504, 3.382)
H (2.052, -2.459, 4.272)
H (0.014, -2.412, 2.438)
H (4.685, 1.422, -1.086)
H (3.866, 0.413, -3.488)
H (1.379, -0.606, -2.952)
H (5.227, -0.260, 0.995)
H (7.313, 1.136, 2.094)
H (6.119, 3.443, 3.001)
F (-3.437, 0.302, -3.046)
C (-2.869, 1.497, -3.251)
F (-2.112, 1.434, -4.340)
F (-3.817, 2.402, -3.418)
S (-1.851, 1.914, -1.783)
O (-0.917, 0.766, -1.717)
O (-2.787, 2.025, -0.708)
N (-1.256, 3.282, -2.236)
S (0.266, 3.753, -2.192)
O (1.078, 2.993, -1.289)
O (0.330, 5.176, -2.175)
C (0.891, 3.252, -3.849)
F (0.235, 3.864, -4.831)
F (2.184, 3.563, -3.928)
F (0.758, 1.927, -3.999)
F (1.207, -2.761, -0.503)
C (-0.027, -2.145, -0.371)
F (-0.508, -1.996, -1.703)
H (-0.666, -2.886, 0.113)
C (-1.785, 0.260, 3.257)
C (-2.450, -0.186, 1.999)
N (-1.886, -0.466, 0.832)
C (-2.908, -0.914, -0.002)
C (-4.080, -0.877, 0.657)
N (-3.783, -0.415, 1.926)
C (-4.760, -0.134, 2.959)
N (-5.475, 1.085, 2.707)
N (-4.952, 2.268, 3.125)
N (-5.736, 3.215, 2.782)
C (-6.820, 2.669, 2.112)
C (-7.959, 3.274, 1.575)
C (-8.898, 2.451, 0.999)
C (-8.720, 1.053, 0.944)
C (-7.603, 0.443, 1.471)
C (-6.659, 1.289, 2.063)
H (-0.733, 0.430, 3.070)
H (-1.876, -0.506, 4.032)
H (-2.228, 1.187, 3.627)
H (-2.717, -1.216, -1.016)
H (-5.086, -1.108, 0.348)
H (-4.248, -0.029, 3.907)
H (-5.470, -0.952, 3.011)
H (-8.089, 4.348, 1.622)
H (-9.801, 2.878, 0.579)
H (-9.480, 0.442, 0.474)
H (-7.470, -0.632, 1.420)

Here are the Löwdin charges for atoms 1 to 6, given in e: atom 1 (V): 0.868, atom 2 (C): -0.021, atom 3 (C): -0.131, atom 4 (N): -0.048, atom 5 (N): 0.047, atom 6 (C): -0.040

Record 3
Here is a structure of composition C26H24F4N4PtS from the Open Molecules 2025 dataset. Energies are from the ωB97M-V functional and the def2-TZVPD basis.

Results
net charge	0
energy relative to the best compared isomer or geometry (same formula, charge and spin)	95.2	kJ/mol
HOMO level	-0.2758	Eh
E_LUMO	0.1363	eV
gap between HOMO and LUMO	7.64	eV

Element x y z (Å)
Pt (0.203, -0.125, -1.061)
C (3.387, -0.880, 0.790)
C (2.098, -0.245, 1.275)
N (1.432, 0.718, 0.329)
C (2.421, 1.572, -0.400)
C (3.262, 2.477, 0.491)
C (0.506, 1.562, 1.167)
C (-0.429, 2.408, 0.322)
N (-0.956, 1.514, -0.683)
C (-2.065, 1.684, -1.408)
C (-2.393, 0.686, -2.351)
F (-1.515, -0.388, -2.481)
C (-3.514, 0.703, -3.141)
F (-3.720, -0.303, -3.999)
C (-4.422, 1.743, -3.057)
C (-4.132, 2.743, -2.147)
F (-4.976, 3.778, -2.023)
C (-3.008, 2.730, -1.348)
F (-2.808, 3.757, -0.491)
H (3.670, -1.658, 1.501)
H (4.212, -0.169, 0.742)
H (3.265, -1.354, -0.180)
H (2.287, 0.295, 2.207)
H (1.353, -1.011, 1.484)
H (1.860, 2.164, -1.120)
H (3.050, 0.894, -0.970)
H (2.683, 3.302, 0.907)
H (4.058, 2.914, -0.112)
H (3.730, 1.938, 1.314)
H (1.100, 2.168, 1.853)
H (-0.085, 0.859, 1.753)
H (0.106, 3.260, -0.120)
H (-1.193, 2.815, 0.987)
H (-5.308, 1.774, -3.671)
S (-0.659, -1.368, 4.270)
C (-0.600, -2.392, 2.869)
N (-1.294, -2.027, 1.846)
C (-1.977, -0.850, 2.143)
C (-2.823, -0.181, 1.255)
C (-3.396, 1.005, 1.655)
C (-3.141, 1.533, 2.930)
C (-2.323, 0.877, 3.825)
C (-1.742, -0.326, 3.420)
H (0.023, -3.276, 2.875)
H (-3.005, -0.598, 0.273)
H (-4.045, 1.544, 0.976)
H (-3.601, 2.469, 3.218)
H (-2.139, 1.284, 4.810)
N (3.920, -6.386, -2.540)
C (3.338, -5.418, -2.328)
C (2.618, -4.202, -2.056)
C (2.884, -3.052, -2.796)
C (2.203, -1.879, -2.510)
C (1.247, -1.805, -1.489)
C (0.981, -2.987, -0.780)
C (1.652, -4.168, -1.052)
H (3.625, -3.083, -3.584)
H (2.432, -0.996, -3.096)
H (0.230, -2.978, 0.002)
H (1.434, -5.069, -0.492)

Here are the Löwdin charges for atoms 1 to 6, given in e: atom 1 (Pt): 1.159, atom 2 (C): -0.061, atom 3 (C): -0.219, atom 4 (N): -0.287, atom 5 (C): -0.231, atom 6 (C): -0.065

Record 4
Here is a structure of composition C26H24F5NO2P2Y from the Open Molecules 2025 dataset. Energies are from the ωB97M-V functional and the def2-TZVPD basis.

Results
net charge	+1
HOMO level	-0.3755	Eh
E_LUMO	-3.7482	eV
gap between HOMO and LUMO	6.47	eV

Element x y z (Å)
C (-1.180, 3.331, -2.693)
C (-1.086, 2.019, -2.251)
C (0.229, 1.452, -2.200)
C (1.355, 2.219, -2.553)
C (1.200, 3.561, -2.939)
C (-0.060, 4.120, -3.026)
C (2.683, 1.626, -2.165)
C (2.679, 0.168, -2.592)
C (1.523, -0.516, -2.200)
C (1.524, -1.950, -2.273)
C (2.703, -2.590, -2.624)
C (3.851, -1.884, -3.014)
C (3.797, -0.511, -3.095)
H (-2.151, 3.812, -2.721)
H (2.094, 4.160, -3.128)
H (-0.179, 5.168, -3.311)
H (3.480, 2.166, -2.688)
H (2.732, -3.672, -2.565)
H (4.751, -2.442, -3.257)
H (4.670, 0.043, -3.452)
N (0.459, 0.195, -1.652)
Y (0.236, 0.070, 0.681)
C (-2.276, 1.269, -1.744)
H (-2.278, 0.232, -2.070)
H (-3.222, 1.745, -1.984)
C (0.283, -2.747, -1.815)
H (-0.615, -2.354, -2.298)
H (0.393, -3.816, -2.006)
P (-2.221, 1.163, 0.126)
P (0.107, -2.498, -0.037)
C (1.458, -3.561, 0.589)
H (1.455, -3.523, 1.690)
H (1.274, -4.588, 0.245)
H (2.426, -3.199, 0.199)
C (-1.390, -3.475, 0.364)
H (-1.179, -4.553, 0.210)
H (-1.660, -3.305, 1.421)
H (-2.236, -3.156, -0.274)
C (-2.772, 2.853, 0.562)
H (-3.854, 3.020, 0.353)
H (-2.594, 2.999, 1.641)
H (-2.178, 3.611, 0.028)
C (-3.669, 0.116, 0.503)
H (-3.541, -0.304, 1.518)
H (-4.622, 0.698, 0.499)
H (-3.753, -0.721, -0.207)
C (2.959, 1.732, -0.599)
O (2.384, 1.127, 0.365)
H (3.962, 2.258, -0.556)
F (-0.422, 0.695, 7.522)
C (-0.584, 0.331, 6.241)
C (0.024, 1.068, 5.205)
F (0.709, 2.187, 5.501)
C (-0.092, 0.632, 3.912)
F (0.590, 1.283, 2.889)
C (-0.816, -0.547, 3.572)
O (-0.890, -0.930, 2.309)
C (-1.393, -1.321, 4.632)
F (-1.997, -2.501, 4.299)
C (-1.274, -0.861, 5.952)
F (-1.806, -1.605, 6.956)

Here are the Löwdin charges for atoms 1 to 6, given in e: atom 1 (C): -0.048, atom 2 (C): -0.238, atom 3 (C): -0.215, atom 4 (C): -0.131, atom 5 (C): -0.029, atom 6 (C): -0.069

Record 5
Here is a structure of composition C26H24F5NOP2SY from the Open Molecules 2025 dataset. Energies are from the ωB97M-V functional and the def2-TZVPD basis.

Results
net charge	+1
energy relative to the best compared isomer or geometry (same formula, charge and spin)	149.7	kJ/mol
HOMO level	-0.3461	Eh
E_LUMO	-4.4919	eV
gap between HOMO and LUMO	4.92	eV

Element x y z (Å)
C (2.589, 2.897, -2.762)
C (2.057, 2.470, -1.555)
C (0.625, 2.376, -1.463)
C (-0.141, 2.245, -2.649)
C (0.430, 2.655, -3.863)
C (1.776, 3.035, -3.901)
C (-1.433, 1.521, -2.472)
C (-2.145, 2.085, -1.292)
C (-1.334, 2.238, -0.138)
C (-1.950, 2.172, 1.160)
C (-3.318, 2.380, 1.237)
C (-4.102, 2.480, 0.075)
C (-3.528, 2.287, -1.184)
H (3.657, 3.090, -2.830)
H (-0.195, 2.681, -4.766)
H (2.211, 3.413, -4.836)
H (-2.046, 1.585, -3.374)
H (-3.790, 2.430, 2.218)
H (-5.169, 2.692, 0.159)
H (-4.137, 2.288, -2.094)
N (0.041, 2.345, -0.217)
Y (-0.126, -0.774, -0.697)
C (2.887, 2.017, -0.387)
H (2.582, 2.523, 0.539)
H (3.954, 2.190, -0.574)
C (-1.093, 1.818, 2.346)
H (-0.239, 2.507, 2.437)
H (-1.684, 1.840, 3.273)
P (2.640, 0.181, -0.076)
P (-0.362, 0.106, 2.162)
C (-1.632, -0.856, 3.058)
H (-1.281, -1.891, 3.166)
H (-1.781, -0.417, 4.054)
H (-2.574, -0.862, 2.495)
C (0.909, 0.217, 3.463)
H (0.428, 0.338, 4.443)
H (1.503, -0.704, 3.472)
H (1.570, 1.071, 3.280)
C (3.726, -0.474, -1.403)
H (4.691, 0.052, -1.393)
H (3.895, -1.545, -1.227)
H (3.248, -0.340, -2.383)
C (3.760, -0.017, 1.348)
H (3.733, -1.060, 1.684)
H (4.789, 0.234, 1.055)
H (3.457, 0.630, 2.179)
C (1.092, -2.043, 0.908)
O (1.560, -2.875, 1.573)
H (-1.153, 0.283, -2.204)
F (-0.723, -7.110, -0.180)
C (-1.134, -5.827, -0.187)
C (-0.581, -4.926, -1.094)
F (0.401, -5.310, -1.941)
C (-1.022, -3.621, -1.074)
F (-0.266, -2.694, -1.895)
C (-2.035, -3.145, -0.217)
S (-2.630, -1.501, -0.224)
C (-2.533, -4.076, 0.718)
F (-3.386, -3.640, 1.678)
C (-2.101, -5.398, 0.729)
F (-2.588, -6.261, 1.644)

Here are the Löwdin charges for atoms 1 to 6, given in e: atom 1 (C): -0.051, atom 2 (C): -0.252, atom 3 (C): -0.273, atom 4 (C): -0.194, atom 5 (C): -0.033, atom 6 (C): -0.083

Record 6
Here is an isolated molecule of C26H24FN3O2S from the Open Molecules 2025 dataset. Energies are from the ωB97M-V functional and the def2-TZVPD basis.

Results
net charge	0
energy relative to the best compared isomer or geometry (same formula, charge and spin)	0.0	kJ/mol
HOMO level	-0.3055	Eh
E_LUMO	-0.3464	eV
gap between HOMO and LUMO	7.97	eV

Element x y z (Å)
C (-0.332, -3.318, -0.895)
N (0.920, -2.608, -1.071)
C (0.986, -1.996, -2.383)
C (2.059, -3.484, -0.832)
C (3.330, -2.718, -0.461)
C (3.307, -2.197, 0.974)
N (2.244, -1.224, 1.205)
C (1.071, -1.680, 1.778)
O (1.007, -2.779, 2.284)
C (-0.110, -0.780, 1.724)
C (-0.505, -0.186, 0.527)
C (-1.668, 0.555, 0.472)
C (-2.444, 0.727, 1.617)
C (-3.682, 1.554, 1.606)
O (-3.989, 2.245, 2.556)
C (-4.519, 1.487, 0.382)
C (-4.599, 0.332, -0.394)
C (-5.420, 0.302, -1.506)
C (-6.160, 1.420, -1.857)
C (-6.094, 2.568, -1.083)
C (-5.286, 2.598, 0.037)
C (-2.038, 0.146, 2.815)
C (-0.893, -0.624, 2.864)
C (2.512, 0.062, 0.850)
N (3.399, 0.375, -0.021)
C (3.584, 1.721, -0.122)
C (4.464, 2.357, -0.992)
C (4.537, 3.734, -0.987)
C (3.734, 4.463, -0.117)
F (3.825, 5.808, -0.133)
C (2.848, 3.873, 0.763)
C (2.785, 2.491, 0.753)
S (1.788, 1.447, 1.721)
H (-0.389, -3.695, 0.125)
H (-1.160, -2.627, -1.053)
H (-0.444, -4.162, -1.593)
H (1.014, -2.742, -3.193)
H (1.876, -1.373, -2.455)
H (0.111, -1.363, -2.532)
H (1.804, -4.148, -0.003)
H (2.260, -4.113, -1.717)
H (4.183, -3.393, -0.553)
H (3.487, -1.878, -1.136)
H (4.261, -1.717, 1.204)
H (3.128, -3.019, 1.671)
H (0.101, -0.324, -0.355)
H (-1.965, 1.024, -0.455)
H (-4.038, -0.547, -0.111)
H (-5.486, -0.597, -2.101)
H (-6.795, 1.393, -2.730)
H (-6.678, 3.436, -1.351)
H (-5.228, 3.480, 0.658)
H (-2.642, 0.297, 3.697)
H (-0.586, -1.100, 3.783)
H (5.075, 1.766, -1.655)
H (5.208, 4.260, -1.646)
H (2.242, 4.469, 1.424)

Here are the Löwdin charges for atoms 1 to 6, given in e: atom 1 (C): -0.098, atom 2 (N): -0.283, atom 3 (C): -0.098, atom 4 (C): -0.207, atom 5 (C): -0.149, atom 6 (C): -0.124

Record 7
Here is a structure of composition C26H24MnN4O3S2 from the Open Molecules 2025 dataset. Energies are from the ωB97M-V functional and the def2-TZVPD basis.

Results
net charge	0
HOMO level (spin up / spin down)	-0.2489 / -0.2418	Eh
E_LUMO (spin up / spin down)	-0.6174 / -0.5723	eV
2S+1	4
gap between HOMO and LUMO (spin up / spin down)	6.15 / 6.01	eV

Element x y z (Å)
Mn (0.247, 0.156, 0.209)
C (-0.099, 3.366, 0.131)
C (-0.581, 2.050, 0.726)
N (-1.308, 1.226, -0.048)
N (-2.519, 0.736, 0.227)
C (-2.689, -0.538, 0.177)
S (-1.414, -1.685, -0.033)
S (-4.326, -1.155, 0.318)
C (-5.271, 0.073, -0.685)
C (-5.618, 1.355, -0.006)
C (-4.983, 2.533, -0.374)
C (-5.356, 3.740, 0.188)
C (-6.366, 3.786, 1.134)
C (-7.002, 2.614, 1.510)
C (-6.629, 1.406, 0.948)
C (-0.805, 1.999, 2.201)
C (-1.385, 2.976, 2.986)
C (-1.482, 2.792, 4.356)
C (-1.018, 1.625, 4.946)
C (-0.477, 0.613, 4.177)
C (-0.362, 0.791, 2.794)
O (0.197, -0.089, 1.997)
H (-0.800, 3.703, -0.632)
H (0.894, 3.289, -0.315)
H (-0.044, 4.114, 0.919)
H (-6.175, -0.477, -0.948)
H (-4.672, 0.249, -1.578)
H (-4.191, 2.502, -1.107)
H (-4.861, 4.651, -0.112)
H (-6.653, 4.728, 1.579)
H (-7.795, 2.647, 2.243)
H (-7.122, 0.492, 1.246)
H (-1.776, 3.875, 2.533)
H (-1.932, 3.558, 4.970)
H (-1.088, 1.501, 6.018)
H (-0.145, -0.316, 4.619)
O (0.883, 0.081, -1.690)
N (1.397, 1.050, -2.389)
C (0.629, 2.089, -2.796)
C (1.173, 3.133, -3.496)
C (2.527, 3.128, -3.826)
C (3.289, 2.032, -3.427)
C (2.712, 1.015, -2.715)
H (-0.411, 2.027, -2.503)
H (0.542, 3.952, -3.798)
H (2.972, 3.936, -4.378)
H (4.339, 1.975, -3.667)
H (3.262, 0.165, -2.346)
O (2.445, 0.132, 0.486)
N (2.533, -1.088, 0.901)
C (2.359, -2.122, 0.046)
C (2.502, -3.422, 0.460)
C (2.840, -3.694, 1.782)
C (3.010, -2.623, 2.646)
C (2.859, -1.335, 2.188)
H (2.056, -1.858, -0.960)
H (2.341, -4.217, -0.249)
H (2.969, -4.708, 2.122)
H (3.256, -2.780, 3.684)
H (2.963, -0.461, 2.813)

Here are the Löwdin charges for atoms 1 to 6, given in e: atom 1 (Mn): 0.670, atom 2 (C): -0.026, atom 3 (C): -0.344, atom 4 (N): -0.138, atom 5 (N): -0.041, atom 6 (C): -1.126

- net charge of number 4 (C26H24F5NO2P2Y)?
  +1